Entry 1:
{"formula": "C2H8N3O", "method": "ωB97M-V/def2-TZVPD", "elements": ["N", "C", "N", "N", "C", "O", "H", "H", "H", "H", "H", "H", "H", "H"], "coordinates": [[1.194, 0.129, 0.759], [0.177, -0.391, -0.138], [-0.653, 0.739, -0.504], [-1.354, 1.220, 0.716], [0.449, -1.633, -1.227], [-0.243, -1.634, -0.013], [1.978, 0.351, 0.202], [1.497, -0.371, 1.604], [0.041, 1.540, -0.869], [-1.941, 0.450, 1.066], [-0.503, 1.465, 1.367], [-2.109, 1.989, 0.467], [-0.056, -1.911, -2.235], [1.524, -1.944, -1.194]], "forces_ev_per_angstrom": [[-0.820, -0.453, 0.898], [2.957, 0.740, -2.435], [-0.152, 1.001, -1.715], [0.567, 1.514, -0.526], [0.955, 2.143, -0.467], [-2.137, -2.478, 1.369], [1.207, 0.477, -0.285], [-0.448, -0.275, -0.831], [-2.228, -2.145, 1.348], [0.563, -0.022, 0.087], [-2.049, -0.204, -0.544], [2.407, -1.408, 0.618], [0.295, 1.043, 2.148], [-1.117, 0.066, 0.335]], "nbo_charge": [-0.92, 0.46, -0.45, -0.59, -0.08, -0.46, 0.40, 0.41, 0.41, 0.45, 0.47, 0.47, 0.24, 0.20], "gap_ev": 10.17, "smiles": "N[C@@]1(N[NH3+])CO1", "homo_ev": -13.954, "max_force_ev_per_a": 3.9, "charge": 1, "e_above_lowest_kj_mol": 530.5}

---

Entry 2:
{"formula": "C4H3F3O2", "method": "ωB97M-V/def2-TZVPD", "elements": ["C", "C", "C", "C", "O", "O", "F", "F", "F", "H", "H", "H"], "coordinates": [[-2.152, 0.339, 0.282], [-2.321, 1.428, -0.444], [0.841, -0.020, -0.080], [1.847, -1.092, -0.549], [-2.168, -0.639, 0.884], [0.886, 0.342, 1.121], [-3.037, 2.380, 0.204], [2.535, -1.561, 0.511], [1.181, -2.100, -1.122], [-1.731, 1.703, -1.282], [2.545, -0.803, -1.305], [1.573, 0.023, 1.782]], "forces_ev_per_angstrom": [[-0.187, 0.463, -0.966], [0.137, -0.293, 0.838], [-0.542, -0.353, -2.211], [-0.252, 0.647, 0.620], [0.189, -0.936, 0.689], [0.607, 0.482, 1.919], [-0.415, 0.684, -0.117], [0.753, -0.740, 0.879], [-0.863, -0.732, 0.106], [0.249, 0.106, -0.403], [0.586, 1.035, -0.280], [-0.262, -0.364, -1.074]], "nbo_charge": [0.65, -0.12, 0.24, 0.42, -0.43, -0.60, -0.33, -0.36, -0.32, 0.21, 0.15, 0.49], "gap_ev": 8.69, "homo_ev": -8.681, "max_force_ev_per_a": 2.3, "e_above_lowest_kj_mol": 373.8}

---

Entry 3:
{"formula": "C4H12N2", "method": "ωB97M-V/def2-TZVPD", "elements": ["C", "C", "C", "C", "N", "N", "H", "H", "H", "H", "H", "H", "H", "H", "H", "H", "H", "H"], "coordinates": [[0.459, -0.190, 0.893], [1.697, -0.314, 0.037], [-1.568, -1.350, -0.206], [-1.264, 1.077, -0.535], [-0.637, -0.215, -0.226], [2.585, 0.832, -0.051], [2.895, 1.205, 0.844], [2.236, 1.588, -0.622], [0.276, -1.061, 1.525], [0.323, 0.745, 1.448], [2.263, -1.215, 0.275], [0.369, -0.382, -0.918], [-2.085, -1.417, -1.165], [-2.300, -1.235, 0.594], [-1.005, -2.270, -0.043], [-2.012, 1.330, 0.218], [-0.492, 1.846, -0.553], [-1.740, 1.028, -1.516]], "forces_ev_per_angstrom": [[-0.674, -0.059, -0.479], [-0.225, 0.171, -0.442], [0.069, 0.263, 0.102], [-0.047, -0.263, 0.243], [0.122, -0.042, -0.201], [0.114, 0.054, 0.093], [-0.031, -0.040, -0.137], [-0.005, -0.060, 0.052], [-0.100, 0.128, 0.081], [0.117, -0.156, 0.048], [0.030, 0.041, 0.036], [0.666, -0.133, 0.477], [0.015, 0.042, 0.077], [-0.067, -0.046, 0.004], [0.034, 0.061, -0.033], [-0.033, 0.099, -0.001], [0.007, -0.034, -0.003], [0.012, -0.026, 0.084]], "nbo_charge": [-0.25, -0.44, -0.41, -0.41, -0.49, -0.86, 0.33, 0.34, 0.20, 0.19, 0.17, 0.39, 0.21, 0.20, 0.22, 0.20, 0.22, 0.21], "gap_ev": 7.45, "homo_ev": -6.675, "max_force_ev_per_a": 0.8, "e_above_lowest_kj_mol": 363.1}